P | # C33H45InN5O

A structure of composition C33H45InN5O (wB97M-V/def2-TZVPD, the OMol25 dataset).

Each line ends with the Mulliken charge.
Cartesian coordinates (Å):
In 0.356 -0.098 0.168  0.7874
N 1.531 3.050 -1.503  -0.3013
N -0.987 0.433 -2.229  0.8320
C -1.905 -0.005 2.078  0.6844
C -2.255 1.243 1.490  0.6741
C -1.147 2.137 1.608  0.6709
C -1.017 3.520 1.060  -1.6950
H -1.847 3.759 0.400  0.3879
H -0.103 3.654 0.474  0.4073
H -1.008 4.252 1.870  0.3078
C -0.078 1.429 2.255  0.5270
C 1.222 1.992 2.653  -0.9903
H 1.210 2.559 3.587  0.4168
H 1.521 2.665 1.862  -0.4908
H 1.984 1.222 2.740  0.1512
C -0.523 0.073 2.501  0.3597
C 0.269 -0.980 3.216  -1.0481
H 1.332 -0.922 2.978  0.2425
H -0.064 -1.975 2.928  0.2217
H 0.179 -0.901 4.303  0.2746
C -3.517 1.531 0.751  -1.9540
H -4.223 2.042 1.400  0.3695
H -3.987 0.620 0.391  0.3296
H -3.342 2.160 -0.120  0.3369
C -2.724 -1.243 2.128  -1.2832
H -2.106 -2.138 2.114  0.1546
H -3.384 -1.311 1.268  0.0144
H -3.328 -1.263 3.034  0.4091
C 2.787 3.405 -1.732  -0.5465
H 3.146 4.383 -1.360  0.5728
C 3.708 2.596 -2.428  -0.4209
H 4.739 2.967 -2.553  0.3969
C 3.274 1.351 -2.902  -0.6464
H 3.958 0.698 -3.476  0.3738
C 1.938 0.995 -2.681  -0.2520
H 1.541 0.026 -2.969  0.4577
C 1.038 1.922 -2.087  0.5073
C -0.305 1.596 -1.783  -1.5491
H -0.929 2.396 -1.416  0.4683
C -1.230 -0.565 -1.313  -1.4558
C -1.440 0.033 -3.501  -0.8559
H -1.168 0.658 -4.344  0.5643
C -2.138 -1.100 -3.336  -0.5647
H -2.641 -1.699 -4.096  0.5312
N -2.052 -1.445 -1.977  1.1667
C -2.767 -2.529 -1.370  -0.5222
C -4.168 -2.493 -1.294  1.3728
C -4.850 -3.525 -0.629  -1.0127
H -5.957 -3.540 -0.611  0.2624
C -4.153 -4.576 -0.009  0.9262
C -4.887 -5.719 0.637  -1.4810
H -4.374 -6.031 1.554  0.3675
H -4.940 -6.589 -0.033  0.2814
H -5.910 -5.412 0.877  0.3698
C -2.753 -4.542 -0.031  -1.0223
H -2.197 -5.364 0.445  0.3267
C -2.055 -3.512 -0.677  1.5206
C -0.563 -3.492 -0.636  -1.5091
H -0.120 -3.177 -1.591  0.2278
H -0.206 -4.510 -0.422  0.5447
H -0.164 -2.860 0.186  -0.1367
C -4.945 -1.369 -1.910  -1.8646
H -5.038 -1.517 -2.999  0.3716
H -4.493 -0.383 -1.725  0.2638
H -5.959 -1.354 -1.478  0.4099
C 3.276 -1.087 -0.121  -0.8671
N 4.060 0.117 0.151  0.2987
C 5.503 -0.039 0.137  -1.2416
C 3.413 1.250 0.504  -0.1818
O 2.129 1.185 0.544  0.1932
N 3.959 2.474 0.781  0.5730
C 5.367 2.769 0.915  -1.3656
C 3.258 3.725 1.093  -1.8110
H 3.999 -1.891 -0.272  0.2535
H 2.653 -1.024 -1.028  0.1198
H 2.629 -1.378 0.723  0.1770
H 5.936 0.649 -0.610  0.3392
H 5.877 0.168 1.156  0.3866
H 5.688 -1.085 -0.142  0.2686
H 5.598 3.554 0.186  0.3353
H 5.476 3.165 1.931  0.3426
H 5.987 1.907 0.765  0.4935
H 2.262 3.892 0.682  0.5198
H 3.247 3.901 2.172  0.4095
H 3.896 4.520 0.696  0.5156

Properties
Highest occupied orbital energy = -1.336 eV
Charge = -1
Kohn-Sham gap = 3.79 eV

Q | # C33H45InN5O

A structure of composition C33H45InN5O (wB97M-V/def2-TZVPD, the OMol25 dataset).

Each line ends with the Mulliken charge.
Cartesian coordinates (Å):
In 0.139 -0.276 -0.042  0.6899
N 2.491 2.236 0.468  0.1325
N -0.482 2.377 -1.241  0.9268
C -1.990 -0.714 1.913  0.1916
C -2.025 0.601 2.446  0.8696
C -0.748 0.889 3.023  0.3038
C -0.294 2.182 3.589  -1.8223
H -1.026 2.968 3.380  0.4572
H 0.657 2.480 3.126  0.3145
H -0.121 2.136 4.675  0.3639
C 0.063 -0.256 2.933  0.6527
C 1.390 -0.419 3.564  -1.3165
H 1.337 -0.682 4.631  0.4051
H 1.970 0.508 3.515  0.1954
H 1.982 -1.193 3.072  0.1419
C -0.639 -1.228 2.112  0.9797
C -0.213 -2.640 1.880  -1.1070
H 0.852 -2.685 1.628  0.2298
H -0.758 -3.066 1.032  0.2366
H -0.380 -3.295 2.749  0.2621
C -3.125 1.593 2.379  -1.9266
H -3.288 2.091 3.349  0.4262
H -4.073 1.151 2.050  0.3841
H -2.869 2.386 1.659  0.1575
C -3.067 -1.480 1.238  -1.2651
H -2.703 -1.953 0.315  0.0760
H -3.895 -0.835 0.930  0.2741
H -3.477 -2.294 1.862  0.3058
C 3.806 2.261 0.261  0.0970
H 4.407 1.607 0.895  0.2876
C 4.434 3.062 -0.696  -0.9407
H 5.516 3.016 -0.773  0.3970
C 3.656 3.902 -1.505  -0.3804
H 4.114 4.586 -2.221  0.3747
C 2.278 3.893 -1.316  -0.8839
H 1.579 4.546 -1.842  0.3306
C 1.721 2.983 -0.357  0.6879
C 0.322 2.820 -0.209  -1.5006
H -0.119 2.734 0.795  0.5603
C -0.963 1.072 -1.291  -0.9000
C -1.193 3.184 -2.133  -0.7073
H -0.986 4.233 -2.197  0.4783
C -2.159 2.425 -2.643  -0.7779
H -2.963 2.670 -3.295  0.5160
N -2.079 1.161 -2.074  0.8692
C -3.082 0.140 -2.197  -0.1384
C -4.371 0.324 -1.655  1.0746
C -5.315 -0.702 -1.805  -0.6513
H -6.314 -0.574 -1.378  0.2637
C -5.011 -1.899 -2.455  0.8183
C -6.040 -2.978 -2.653  -1.4993
H -5.806 -3.862 -2.047  0.2927
H -6.075 -3.313 -3.698  0.3548
H -7.041 -2.635 -2.376  0.3775
C -3.720 -2.066 -2.956  -1.1251
H -3.466 -3.006 -3.452  0.3094
C -2.749 -1.066 -2.831  1.4027
C -1.383 -1.286 -3.396  -1.3450
H -1.127 -0.549 -4.170  0.2748
H -1.324 -2.284 -3.846  0.4092
H -0.603 -1.237 -2.622  -0.1034
C -4.804 1.547 -0.901  -1.9550
H -5.311 2.281 -1.548  0.3929
H -3.989 2.061 -0.382  0.0932
H -5.541 1.264 -0.133  0.4776
C 2.837 -1.515 -1.905  -0.9184
N 3.881 -1.610 -0.892  0.2163
C 5.259 -1.706 -1.345  -1.0715
C 3.579 -1.265 0.386  -0.4220
O 2.430 -0.811 0.657  -0.5994
N 4.571 -1.389 1.368  0.4524
C 5.105 -2.736 1.636  -1.1543
C 4.543 -0.428 2.481  -0.8374
H 3.268 -1.846 -2.859  0.5323
H 2.445 -0.488 -2.011  0.1892
H 1.986 -2.159 -1.627  0.1953
H 5.858 -0.881 -0.924  0.2989
H 5.703 -2.650 -0.999  0.2466
H 5.255 -1.651 -2.441  0.4489
H 6.200 -2.760 1.536  0.2963
H 4.821 -3.069 2.649  0.3274
H 4.678 -3.431 0.899  0.3920
H 3.834 0.356 2.206  -0.0354
H 4.210 -0.891 3.424  0.3610
H 5.534 0.035 2.628  0.3110

Properties
Highest occupied orbital energy = -1.524 eV
Charge = -1
Kohn-Sham gap = 4.06 eV

Energetically preferred structure: Q | next structure: +0.459 eV

P | # C7H11N

An isolated molecule of C7H11N (wB97M-V/def2-TZVPD, the OMol25 dataset).

Each line ends with the Mulliken charge.
Cartesian coordinates (Å):
C -1.509 -0.997 -0.158  -0.7751
C -1.809 0.511 0.055  -0.5364
C -0.522 1.196 0.515  -0.5153
C 1.063 1.067 0.264  -0.0386
N 1.798 0.490 -0.857  -0.5202
C 1.497 -1.050 -0.801  -0.6132
C 0.157 -0.769 -0.130  -0.0345
C 0.199 0.062 1.085  -0.6049
H -2.048 -1.587 0.562  0.3582
H -1.691 -1.402 -1.223  0.2653
H -2.324 1.050 -0.759  0.3243
H -2.302 0.554 1.107  0.3038
H -0.763 1.930 1.440  0.2842
H 1.705 1.966 0.521  0.3471
H 2.761 0.573 -0.742  0.3079
H 1.200 -1.525 -1.730  0.2935
H 2.366 -1.642 -0.410  0.3105
H -0.215 -0.048 -0.812  0.4125
H 0.437 -0.377 2.075  0.4309

Properties
Highest occupied orbital energy = -8.346 eV
Charge = 0
Structure (SMILES) = C1C[C@@H]2[C@@H]3NC[C@@H]1[C@H]23
Kohn-Sham gap = 9.43 eV

Q | # C7H11N

An isolated molecule of C7H11N (wB97M-V/def2-TZVPD, the OMol25 dataset).

Each line ends with the Mulliken charge.
Cartesian coordinates (Å):
C 2.146 -1.361 -0.040  -1.2530
C 1.184 -0.270 -0.038  0.6100
C 1.216 1.057 -0.380  -0.5736
C -0.050 1.812 0.037  -0.7521
C -0.968 0.798 0.536  -0.5333
C -1.277 -0.259 -0.406  -0.0151
N -2.506 -1.069 -0.287  -0.6802
C -0.160 -0.504 0.518  -0.0982
H 3.246 -1.011 -0.329  0.2758
H 2.265 -1.640 1.081  0.2804
H 2.038 -2.229 -0.670  0.3019
H 2.043 1.666 -0.885  0.3111
H -0.326 2.309 -0.867  0.3373
H 0.289 2.685 0.687  0.3189
H -1.607 0.992 1.322  0.4200
H -1.160 0.004 -1.500  0.2926
H -3.357 -0.700 -0.966  0.2776
H -2.988 -1.013 0.811  0.2941
H -0.028 -1.268 1.375  0.1858

Properties
Highest occupied orbital energy = -8.202 eV
Charge = 0
Structure (SMILES) = CC1=CC[C@H]2[C@H](N)[C@@H]12
Kohn-Sham gap = 9.30 eV

Energetically preferred structure: Q | next structure: +3.300 eV

P | # C3H5N3OS

An isolated molecule of C3H5N3OS (wB97M-V/def2-TZVPD, the OMol25 dataset).

Each line ends with the Mulliken charge.
Cartesian coordinates (Å):
C 0.464 1.243 -1.646  -0.7742
N 0.269 0.264 -0.578  0.5642
N 0.112 0.699 0.682  -0.8055
C -0.333 -0.294 1.363  0.3994
S -0.706 -0.403 3.157  -0.2645
N -0.636 -1.322 0.569  -0.2748
C -0.180 -1.037 -0.794  0.3859
O -0.042 -1.842 -1.691  -0.6089
H 0.134 0.720 -2.563  0.3443
H 1.521 1.482 -1.616  0.2731
H -0.137 2.273 -1.303  0.2383
H 0.087 0.677 3.701  0.1831
H -0.553 -2.457 0.718  0.3394

Properties
Highest occupied orbital energy = -8.554 eV
Charge = 0
Structure (SMILES) = Cn1nc(S)[nH]c1=O
Kohn-Sham gap = 9.10 eV

Q | # C3H5N3OS

An isolated molecule of C3H5N3OS (wB97M-V/def2-TZVPD, the OMol25 dataset).

Each line ends with the Mulliken charge.
Cartesian coordinates (Å):
O 0.001 -1.334 -2.056  -0.4809
C 0.463 -1.179 -1.000  0.4220
N 1.198 -1.746 -0.108  0.1925
N 1.499 -1.030 1.052  -0.7056
C 0.818 0.043 1.013  -0.0229
N 0.184 0.355 -0.112  -0.1673
C -0.804 1.348 -0.388  -0.4813
S -2.003 1.734 0.854  -0.1836
H 1.762 -2.517 -0.264  0.2345
H 0.877 0.699 1.850  0.4626
H -1.314 0.850 -1.339  0.3055
H -0.274 2.262 -0.542  0.3094
H -2.406 0.515 1.040  0.1151

Properties
Highest occupied orbital energy = -8.816 eV
Charge = 0
Structure (SMILES) = O=c1[nH]ncn1CS
Kohn-Sham gap = 9.55 eV

Energetically preferred structure: P | next structure: +0.370 eV

P | # C4H9NOSi

An isolated molecule of C4H9NOSi (wB97M-V/def2-TZVPD, the OMol25 dataset).

Each line ends with the Mulliken charge.
Cartesian coordinates (Å):
C 1.234 -1.977 0.000  -0.6625
O -0.043 -1.411 0.000  -0.2286
Si -0.519 0.146 0.000  0.2801
C -0.015 1.098 -1.569  -0.9792
C -0.015 1.098 1.569  -0.9793
C -2.374 -0.108 0.000  0.3081
N -3.514 -0.200 0.000  -0.4692
H 1.115 -3.061 0.001  0.2384
H 1.794 -1.676 0.888  0.2842
H 1.793 -1.678 -0.890  0.2842
H 1.057 1.280 -1.597  0.3157
H -0.276 0.541 -2.466  0.3002
H -0.509 2.063 -1.629  0.3460
H 1.057 1.280 1.597  0.3157
H -0.509 2.063 1.629  0.3460
H -0.276 0.541 2.466  0.3002

Properties
Highest occupied orbital energy = -10.698 eV
Charge = 0
Structure (SMILES) = CO[Si](C)(C)C#N
Kohn-Sham gap = 11.37 eV

Q | # C4H9NOSi

An isolated molecule of C4H9NOSi (wB97M-V/def2-TZVPD, the OMol25 dataset).

Each line ends with the Mulliken charge.
Cartesian coordinates (Å):
C 0.610 -2.373 -1.054  -1.0800
C 0.832 -1.143 -0.217  -0.1491
C -0.038 -0.165 -0.362  -0.2044
N -0.041 1.092 0.289  -0.0894
C 0.564 1.289 1.590  -1.0896
Si -1.758 2.103 -0.077  0.6398
O -2.669 3.367 -0.042  -0.5210
H 1.435 -3.169 -1.064  0.2935
H 0.326 -2.076 -2.160  0.2469
H -0.345 -2.896 -0.882  0.2742
H 1.466 -1.196 0.602  0.3981
H -0.645 -0.112 -1.199  0.2356
H 0.191 0.666 2.402  0.3358
H 1.625 1.137 1.525  0.3870
H 0.448 2.230 1.862  0.4302
H -2.003 1.245 -1.211  -0.1075

Properties
Highest occupied orbital energy = -8.432 eV
Charge = 0
Structure (SMILES) = C/C=C/N(C)[SiH]=O
Kohn-Sham gap = 7.69 eV

Energetically preferred structure: P | next structure: +3.879 eV